1.
{"formula": "C27H68F36N5O4P6", "method": "ωB97M-V/def2-TZVPD", "species": ["C", "C", "O", "N", "H", "H", "C", "H", "H", "H", "H", "H", "H", "C", "C", "O", "N", "H", "H", "C", "H", "H", "H", "H", "H", "H", "C", "N", "C", "C", "C", "C", "O", "H", "H", "H", "H", "H", "H", "H", "H", "H", "H", "H", "H", "H", "H", "C", "N", "C", "C", "C", "C", "O", "H", "H", "H", "H", "H", "H", "H", "H", "H", "H", "H", "H", "H", "H", "C", "C", "C", "C", "N", "C", "C", "C", "C", "C", "C", "C", "H", "H", "H", "H", "H", "H", "H", "H", "H", "H", "H", "H", "H", "H", "H", "H", "H", "H", "H", "H", "H", "H", "H", "H", "P", "F", "F", "F", "F", "F", "F", "P", "F", "F", "F", "F", "F", "F", "P", "F", "F", "F", "F", "F", "F", "P", "F", "F", "F", "F", "F", "F", "P", "F", "F", "F", "F", "F", "F", "P", "F", "F", "F", "F", "F", "F"], "positions_angstrom": [[-8.835, 10.299, -6.378], [-7.441, 10.173, -5.738], [-7.240, 9.617, -4.618], [-6.266, 10.690, -6.614], [-6.498, 10.394, -7.552], [-6.244, 11.698, -6.660], [-4.934, 10.104, -6.157], [-9.542, 10.253, -5.549], [-9.213, 9.642, -7.162], [-8.830, 11.336, -6.712], [-4.616, 10.430, -5.166], [-4.080, 10.506, -6.703], [-5.025, 9.018, -6.155], [0.996, 0.709, -11.232], [2.339, 0.089, -10.878], [2.623, -0.329, -9.773], [3.200, -0.200, -12.134], [3.349, -1.174, -12.354], [2.745, 0.223, -12.931], [4.588, 0.503, -12.079], [0.560, 1.126, -10.324], [0.227, 0.132, -11.745], [1.050, 1.584, -11.879], [4.402, 1.576, -12.042], [5.078, 0.085, -12.958], [5.208, 0.211, -11.232], [-0.926, 2.146, -0.952], [-2.209, 1.359, -1.363], [-3.417, 2.124, -0.866], [-2.197, 1.385, -2.925], [-2.045, -0.131, -0.900], [-2.011, -0.322, 0.658], [-3.327, -0.418, 1.082], [-0.711, 3.078, -1.475], [-0.147, 1.409, -1.145], [-1.023, 2.295, 0.124], [-4.363, 1.733, -1.239], [-3.318, 3.202, -0.998], [-3.447, 2.113, 0.223], [-1.379, 0.754, -3.270], [-2.051, 2.424, -3.220], [-3.186, 0.981, -3.145], [-1.098, -0.471, -1.319], [-2.874, -0.627, -1.405], [-1.536, 0.485, 1.216], [-1.602, -1.318, 0.830], [-3.394, -0.251, 2.025], [4.668, 2.781, 6.467], [4.682, 4.314, 6.544], [3.292, 4.899, 6.843], [5.699, 4.592, 7.716], [5.079, 4.896, 5.125], [6.583, 4.802, 4.732], [7.199, 5.623, 5.620], [4.476, 2.375, 7.460], [5.711, 2.596, 6.213], [3.956, 2.454, 5.709], [2.633, 4.559, 6.044], [3.467, 5.974, 6.795], [2.916, 4.448, 7.761], [5.230, 4.165, 8.601], [5.848, 5.670, 7.789], [6.636, 4.103, 7.449], [4.783, 5.943, 5.059], [4.464, 4.296, 4.453], [6.657, 5.225, 3.730], [6.967, 3.783, 4.778], [6.912, 6.519, 5.430], [3.396, -6.571, 7.437], [3.836, -6.968, 5.984], [2.724, -7.590, 5.248], [2.188, -8.910, 5.777], [1.393, -9.698, 4.689], [0.875, -11.040, 5.444], [1.996, -12.036, 5.229], [2.668, -11.711, 3.937], [2.300, -10.274, 3.616], [0.181, -8.952, 4.108], [-1.030, -8.781, 5.129], [-2.183, -8.164, 4.424], [2.413, -6.106, 7.509], [4.139, -5.849, 7.776], [3.435, -7.486, 8.028], [4.628, -7.716, 5.945], [4.265, -6.110, 5.465], [3.122, -7.608, 4.234], [1.913, -6.862, 5.241], [1.515, -8.646, 6.592], [2.953, -9.575, 6.178], [-0.066, -11.331, 4.976], [0.718, -10.822, 6.500], [1.645, -13.068, 5.205], [2.768, -11.819, 5.967], [2.276, -12.316, 3.119], [3.717, -12.006, 3.916], [1.794, -10.287, 2.650], [3.107, -9.567, 3.425], [-0.272, -9.567, 3.329], [0.428, -8.048, 3.552], [-0.869, -8.159, 6.010], [-1.354, -9.726, 5.564], [-1.750, -7.218, 4.097], [-2.999, -8.008, 5.129], [-2.421, -8.824, 3.590], [-2.537, -0.632, 9.364], [-3.031, -1.800, 10.348], [-1.000, -0.604, 10.084], [-1.967, -1.750, 8.317], [-2.158, 0.612, 8.344], [-3.966, -0.658, 8.642], [-2.928, 0.472, 10.452], [-3.275, -7.144, -3.705], [-3.134, -8.622, -2.984], [-4.385, -7.776, -4.789], [-4.395, -6.666, -2.709], [-3.190, -5.787, -4.646], [-2.037, -6.626, -2.853], [-2.163, -7.621, -4.701], [2.050, 6.796, -8.743], [2.535, 6.143, -10.130], [0.534, 6.332, -8.982], [2.201, 5.452, -7.884], [1.671, 7.516, -7.327], [3.575, 7.227, -8.476], [1.719, 8.212, -9.460], [5.865, -1.035, -0.343], [7.181, -1.298, -1.289], [4.913, -1.151, -1.710], [5.680, -2.613, -0.217], [4.591, -0.857, 0.662], [6.761, -0.946, 1.084], [5.914, 0.544, -0.503], [-2.814, 9.708, 2.378], [-3.376, 10.058, 3.907], [-1.612, 8.733, 2.922], [-3.838, 8.451, 2.284], [-2.159, 9.620, 0.848], [-3.988, 10.744, 1.895], [-1.799, 10.985, 2.576], [-8.298, 2.684, -8.169], [-8.499, 1.240, -7.459], [-6.787, 2.246, -8.584], [-8.779, 1.961, -9.589], [-8.237, 4.113, -8.972], [-9.811, 3.067, -7.618], [-7.669, 3.425, -6.816]], "spin_multiplicity": 1, "fmax_ha_per_bohr": 0.134, "gap_ha": 0.254, "charge": -1}

---

2.
{"formula": "C27H68HgN3O10S", "method": "ωB97M-V/def2-TZVPD", "species": ["Hg", "C", "C", "O", "O", "H", "H", "H", "C", "C", "C", "O", "H", "H", "H", "H", "H", "H", "H", "H", "C", "C", "C", "O", "H", "H", "H", "H", "H", "H", "H", "H", "C", "C", "C", "O", "H", "H", "H", "H", "H", "H", "H", "H", "C", "C", "C", "O", "C", "N", "H", "H", "H", "H", "H", "H", "H", "H", "H", "H", "H", "C", "C", "C", "O", "C", "N", "H", "H", "H", "H", "H", "H", "H", "H", "H", "H", "H", "C", "C", "C", "O", "C", "N", "H", "H", "H", "H", "H", "H", "H", "H", "H", "H", "H", "C", "C", "C", "S", "O", "O", "C", "H", "H", "H", "H", "H", "H", "H", "H"], "positions_angstrom": [[-0.269, -2.379, -2.181], [-0.393, 0.122, 1.282], [-0.368, -0.645, -0.043], [-1.394, -1.238, -0.481], [0.669, -0.747, -0.687], [-1.362, 0.401, 1.694], [0.066, 1.079, 1.034], [0.155, -0.517, 1.974], [5.073, 0.527, 0.236], [4.071, -0.637, 0.341], [3.072, -0.493, 1.580], [3.340, -0.723, -0.834], [6.138, 0.321, 0.137], [5.070, 1.156, 1.127], [4.746, 1.076, -0.647], [4.504, -1.614, 0.556], [2.587, 0.478, 1.482], [3.564, -0.363, 2.543], [2.331, -1.280, 1.722], [2.392, -0.647, -0.705], [-3.673, 0.701, -2.720], [-4.673, 0.402, -1.585], [-5.357, -0.893, -1.597], [-4.077, 0.449, -0.379], [-2.699, 0.221, -2.624], [-3.416, 1.755, -2.613], [-4.052, 0.602, -3.737], [-5.467, 1.120, -1.378], [-6.290, -0.809, -1.039], [-4.703, -1.695, -1.255], [-5.804, -1.120, -2.565], [-3.357, -0.156, -0.570], [-0.345, 3.018, 4.483], [0.241, 2.785, 5.869], [0.604, 4.088, 6.653], [-0.753, 2.141, 6.614], [-0.361, 2.098, 3.899], [0.286, 3.731, 3.952], [-1.381, 3.348, 4.410], [1.112, 2.148, 5.716], [1.350, 4.678, 6.121], [0.880, 4.047, 7.707], [-0.315, 4.658, 6.519], [-1.624, 2.121, 6.210], [4.465, -2.813, -3.619], [2.906, -2.795, -3.855], [2.599, -4.176, -4.413], [3.290, -4.512, -5.555], [2.520, -4.564, -6.792], [2.273, -2.643, -2.555], [4.624, -3.480, -2.772], [4.531, -1.748, -3.398], [5.035, -3.142, -4.488], [2.668, -2.018, -4.581], [1.530, -4.264, -4.610], [3.037, -5.040, -3.913], [2.099, -5.563, -6.900], [3.278, -4.298, -7.529], [1.740, -3.807, -6.717], [2.795, -3.342, -2.047], [2.885, -1.926, -2.192], [1.857, 2.760, -0.672], [0.840, 2.467, -1.616], [0.610, 3.687, -2.507], [-0.230, 3.212, -3.633], [-0.904, 4.278, -4.218], [1.176, 1.394, -2.456], [1.562, 3.459, 0.111], [2.851, 3.065, -0.998], [2.123, 1.862, -0.114], [-0.140, 2.304, -1.168], [1.503, 4.292, -2.659], [0.021, 4.320, -1.842], [-1.514, 3.862, -5.020], [-0.215, 4.994, -4.665], [-1.602, 4.821, -3.581], [1.101, 0.512, -1.970], [0.422, 1.243, -3.110], [-1.529, -4.321, 0.696], [0.029, -4.148, 0.618], [0.782, -5.338, 1.325], [2.084, -4.814, 1.490], [2.309, -4.110, 2.722], [0.424, -4.125, -0.697], [-1.876, -5.258, 0.260], [-2.097, -3.558, 0.163], [-1.834, -4.289, 1.742], [0.248, -3.177, 1.063], [0.849, -6.117, 0.566], [0.265, -5.645, 2.234], [2.528, -4.763, 3.567], [1.456, -3.489, 2.995], [3.239, -3.542, 2.746], [0.149, -5.034, -1.040], [1.362, -4.497, -0.722], [-3.959, 3.206, 1.346], [-3.371, 4.421, 2.138], [-4.100, 4.469, 3.462], [-4.407, 2.750, 3.992], [-5.815, 2.650, 4.400], [-3.387, 2.269, 4.917], [-4.125, 1.984, 2.276], [-3.427, 3.109, 0.400], [-4.943, 3.406, 0.923], [-3.335, 5.401, 1.663], [-2.366, 4.118, 2.431], [-5.051, 4.869, 3.111], [-3.879, 5.129, 4.301], [-4.885, 1.213, 2.151], [-3.196, 1.514, 2.600]], "spin_multiplicity": 1, "fmax_ha_per_bohr": 0.098, "gap_ha": 0.185, "charge": 1}

---

3.
{"formula": "C27H69F4Hg2N5O25S4", "method": "ωB97M-V/def2-TZVPD", "species": ["Hg", "Hg", "N", "S", "O", "O", "F", "S", "O", "O", "F", "N", "S", "O", "O", "F", "S", "O", "O", "F", "C", "O", "O", "O", "C", "C", "O", "O", "H", "H", "H", "H", "H", "H", "C", "C", "O", "O", "H", "H", "H", "H", "H", "H", "C", "C", "O", "O", "H", "H", "H", "H", "H", "H", "C", "C", "O", "O", "H", "H", "H", "H", "H", "H", "C", "O", "C", "C", "N", "C", "C", "O", "C", "H", "H", "H", "H", "H", "H", "H", "H", "H", "H", "H", "H", "H", "H", "H", "C", "O", "C", "C", "N", "C", "C", "O", "C", "H", "H", "H", "H", "H", "H", "H", "H", "H", "H", "H", "H", "H", "H", "H", "C", "O", "C", "C", "N", "C", "C", "O", "C", "H", "H", "H", "H", "H", "H", "H", "H", "H", "H", "H", "H", "H", "H", "H"], "positions_angstrom": [[0.068, 3.600, -0.394], [-0.416, -0.887, -1.678], [-0.670, -0.442, -3.779], [-0.192, -1.026, -5.325], [0.593, -0.312, -6.329], [-1.026, -2.190, -5.725], [1.090, -1.707, -4.621], [-1.536, 0.539, -4.655], [-2.899, 0.173, -4.953], [-0.938, 1.653, -5.322], [-1.821, 1.246, -3.211], [-1.555, 4.183, -1.797], [-3.263, 3.892, -1.833], [-3.810, 3.181, -3.003], [-4.259, 4.675, -1.068], [-3.306, 2.521, -0.920], [-1.834, 5.410, -2.652], [-2.069, 6.596, -1.831], [-2.168, 5.430, -4.067], [-0.258, 5.803, -2.773], [0.069, 0.906, 0.387], [0.118, 1.157, -0.815], [0.211, 1.868, 1.108], [-0.262, -0.262, 0.677], [-4.891, -1.573, 2.967], [-4.069, -0.317, 3.333], [-3.570, 0.394, 2.197], [-6.093, -1.139, 2.342], [-5.305, -2.183, 3.769], [-4.315, -2.171, 2.261], [-3.287, -0.552, 4.055], [-4.811, 0.298, 3.841], [-2.610, 0.381, 2.205], [-5.836, -0.492, 1.680], [4.189, -1.732, 1.909], [3.750, -0.236, 2.056], [3.292, -0.076, 3.428], [5.233, -1.800, 0.879], [3.358, -2.321, 1.520], [4.665, -2.120, 2.810], [2.916, 0.074, 1.427], [4.626, 0.403, 1.941], [2.915, 0.788, 3.609], [5.939, -1.171, 1.044], [-0.273, 6.406, 0.965], [-0.635, 5.424, 2.090], [-1.214, 4.299, 1.470], [0.590, 5.933, -0.017], [0.162, 7.312, 1.387], [-1.180, 6.829, 0.533], [-1.179, 5.892, 2.911], [0.172, 5.010, 2.694], [-2.145, 4.404, 1.681], [1.084, 6.673, -0.375], [0.430, 1.721, 5.121], [0.001, 0.331, 4.804], [-0.891, 0.230, 3.742], [1.273, 2.061, 4.026], [0.894, 1.894, 6.092], [-0.351, 2.478, 5.203], [-0.398, -0.103, 5.720], [0.860, -0.307, 4.599], [-0.409, 0.383, 2.926], [0.742, 2.008, 3.228], [4.484, 2.455, -5.657], [3.793, 2.799, -4.481], [2.340, 2.638, -4.590], [1.405, 3.356, -3.568], [1.590, 3.026, -2.168], [2.994, 3.262, -1.753], [3.218, 3.029, -0.295], [2.454, 3.772, 0.610], [3.068, 3.798, 1.877], [4.815, 3.281, -6.287], [3.830, 1.690, -6.076], [5.424, 1.925, -5.508], [2.077, 1.580, -4.591], [2.061, 2.856, -5.622], [0.358, 3.183, -3.814], [1.612, 4.427, -3.589], [1.243, 2.083, -2.062], [3.404, 4.228, -2.048], [3.586, 2.558, -2.338], [4.274, 2.908, -0.054], [2.817, 2.015, -0.276], [3.386, 2.814, 2.219], [2.401, 4.033, 2.707], [3.865, 4.538, 1.795], [3.025, -0.838, -2.463], [1.874, -1.493, -2.013], [2.078, -2.600, -1.090], [1.149, -3.741, -1.576], [-0.171, -3.209, -1.414], [-1.133, -3.531, -2.503], [-2.556, -2.999, -2.166], [-2.526, -1.638, -1.693], [-3.794, -1.044, -1.583], [3.757, -1.615, -2.682], [3.247, -0.139, -1.656], [2.903, -0.273, -3.387], [1.739, -2.316, -0.094], [3.115, -2.936, -1.108], [1.525, -4.521, -0.914], [1.451, -4.163, -2.534], [-0.514, -3.830, -0.695], [-1.310, -4.605, -2.556], [-0.772, -3.142, -3.455], [-2.976, -3.624, -1.377], [-3.272, -2.961, -2.987], [-4.196, -0.530, -2.456], [-3.741, -0.260, -0.828], [-4.516, -1.814, -1.313], [1.636, -3.766, 4.118], [0.369, -3.841, 3.469], [0.087, -2.954, 2.374], [-1.439, -3.134, 1.958], [-1.522, -4.408, 1.253], [-2.872, -4.839, 0.885], [-3.470, -5.881, 1.793], [-2.674, -7.117, 1.606], [-1.732, -7.417, 2.611], [1.757, -4.717, 4.637], [1.793, -2.996, 4.873], [2.419, -3.625, 3.373], [0.623, -3.309, 1.494], [0.280, -1.900, 2.572], [-1.760, -2.374, 1.245], [-2.129, -3.118, 2.802], [-1.159, -5.098, 1.895], [-2.807, -5.286, -0.107], [-3.573, -4.005, 0.928], [-4.493, -6.097, 1.485], [-3.382, -5.356, 2.744], [-1.585, -8.495, 2.677], [-2.046, -6.935, 3.536], [-0.708, -7.105, 2.403]], "spin_multiplicity": 1, "fmax_ha_per_bohr": 0.238, "gap_ha": 0.264}

---

4.
{"formula": "C27H69O7", "method": "ωB97M-V/def2-TZVPD", "species": ["C", "C", "C", "C", "C", "C", "H", "H", "H", "H", "H", "H", "H", "H", "H", "H", "H", "H", "H", "C", "C", "C", "O", "H", "H", "H", "H", "H", "H", "H", "H", "C", "C", "C", "O", "H", "H", "H", "H", "H", "H", "H", "H", "C", "C", "C", "O", "H", "H", "H", "H", "H", "H", "H", "H", "C", "C", "C", "O", "H", "H", "H", "H", "H", "H", "H", "H", "C", "C", "C", "O", "H", "H", "H", "H", "H", "H", "H", "H", "C", "C", "C", "O", "H", "H", "H", "H", "H", "H", "H", "H", "C", "C", "C", "O", "H", "H", "H", "H", "H", "H", "H", "H"], "positions_angstrom": [[4.905, 1.042, 0.432], [3.597, 0.278, 0.353], [2.405, 1.222, 0.335], [2.444, 2.322, -0.750], [1.112, 0.420, 0.216], [-0.187, 1.212, 0.115], [5.247, 1.616, -0.464], [4.818, 1.801, 1.226], [5.754, 0.406, 0.717], [3.550, -0.342, -0.564], [2.358, 1.749, 1.311], [1.559, 2.976, -0.757], [3.325, 2.958, -0.629], [2.520, 1.854, -1.740], [1.073, -0.252, 1.080], [1.206, -0.226, -0.668], [-0.306, 1.633, -0.892], [-0.199, 2.050, 0.825], [-1.064, 0.590, 0.328], [0.626, 0.656, -5.519], [1.044, 0.592, -4.059], [1.335, -0.822, -3.595], [0.068, 1.218, -3.228], [-0.286, 0.072, -5.675], [0.434, 1.687, -5.819], [1.403, 0.240, -6.164], [1.936, 1.206, -3.910], [0.443, -1.450, -3.686], [1.651, -0.826, -2.553], [2.126, -1.275, -4.197], [-0.757, 0.721, -3.286], [-1.206, -1.805, -1.243], [-0.892, -3.133, -1.911], [-1.690, -4.256, -1.270], [0.507, -3.401, -1.912], [-0.957, -1.852, -0.179], [-0.628, -0.990, -1.678], [-2.271, -1.577, -1.324], [-1.143, -3.077, -2.976], [-1.424, -4.338, -0.212], [-1.500, -5.216, -1.749], [-2.756, -4.031, -1.312], [0.845, -3.298, -1.013], [-5.182, -0.584, 0.406], [-5.155, -1.937, -0.283], [-6.544, -2.518, -0.486], [-4.314, -2.850, 0.417], [-5.635, -0.676, 1.399], [-4.169, -0.197, 0.517], [-5.768, 0.136, -0.167], [-4.666, -1.828, -1.255], [-7.037, -2.662, 0.480], [-6.484, -3.481, -0.993], [-7.165, -1.845, -1.081], [-4.677, -2.994, 1.298], [4.596, 3.144, 5.726], [5.331, 2.088, 4.916], [4.366, 1.348, 4.011], [6.078, 1.201, 5.758], [3.854, 2.668, 6.376], [5.278, 3.728, 6.347], [4.055, 3.803, 5.046], [6.094, 2.579, 4.306], [3.615, 0.823, 4.613], [4.853, 0.623, 3.362], [3.837, 2.053, 3.369], [5.439, 0.680, 6.256], [0.588, 5.641, 2.602], [1.375, 5.871, 3.881], [1.463, 7.343, 4.253], [2.671, 5.287, 3.790], [1.070, 6.157, 1.766], [0.544, 4.579, 2.367], [-0.429, 6.027, 2.692], [0.901, 5.322, 4.699], [1.966, 7.901, 3.457], [2.027, 7.470, 5.176], [0.469, 7.772, 4.385], [3.136, 5.689, 3.047], [-2.715, 4.791, -0.662], [-3.505, 3.492, -0.606], [-3.607, 2.950, 0.811], [-2.946, 2.523, -1.485], [-1.695, 4.620, -0.304], [-2.662, 5.161, -1.685], [-3.171, 5.556, -0.031], [-4.512, 3.665, -0.998], [-2.609, 2.734, 1.200], [-4.187, 2.027, 0.824], [-4.084, 3.674, 1.475], [-2.052, 2.333, -1.165], [-1.159, -10.220, -1.909], [-1.246, -8.880, -2.621], [-0.287, -8.790, -3.796], [-1.046, -7.802, -1.714], [-0.149, -10.371, -1.515], [-1.864, -10.257, -1.078], [-1.377, -11.042, -2.592], [-2.268, -8.731, -2.980], [0.745, -8.905, -3.449], [-0.377, -7.822, -4.287], [-0.484, -9.577, -4.526], [-0.146, -7.848, -1.370]], "spin_multiplicity": 1, "fmax_ha_per_bohr": 0.006, "gap_ha": 0.123, "charge": -1}